Entry 1:
{
  "formula": "C4H13NO3",
  "method": "wB97M-V/def2-TZVPD",
  "charge": 0,
  "multiplicity": 1,
  "e_tot_ev": -11990.95546,
  "relative_energy_kj_mol": 146.26,
  "lumo_energy_ev": 0.680,
  "homo_ev": -9.1,
  "max_force_ev_per_a": 1.69,
  "smiles": "C[C@@H](O)[C@@H](N)CO.O",
  "homo_lumo_gap_ev": 9.749,
  "symbols": ["C", "C", "O", "C", "N", "C", "O", "H", "H", "H", "H", "H", "H", "H", "H", "H", "H", "H", "O", "H", "H"],
  "xyz": [[1.0526, 1.3692, 0.2284], [1.1388, -0.1229, -0.0760], [1.7631, -0.7945, 1.0380], [-0.2267, -0.7525, -0.2649], [-0.0294, -2.1041, -0.8086], [-1.0207, -0.7694, 1.0642], [-2.2538, -1.4596, 0.9284], [2.0525, 1.7160, 0.4562], [0.6988, 1.9084, -0.6491], [0.4760, 1.5778, 1.1246], [1.7622, -0.3142, -0.9131], [2.6851, -0.5258, 1.0463], [-0.8564, -0.2457, -0.9889], [-0.9234, -2.5927, -0.8107], [0.5759, -2.6782, -0.2391], [-1.2930, 0.2420, 1.3598], [-0.3994, -1.2442, 1.8107], [-2.1338, -2.4097, 0.9847], [-1.1344, 2.7144, -1.8654], [-1.4319, 3.2121, -1.0996], [-0.5021, 3.2735, -2.3261]],
  "lowdin_charge": [-0.0362, -0.3845, -0.0514, -0.3320, 0.0517, -0.2116, -0.0667, 0.0729, 0.0574, 0.0796, 0.1294, 0.0890, 0.1426, 0.0631, 0.0690, 0.1159, 0.1145, 0.0756, -0.0579, 0.0401, 0.0395]
}

=====

Entry 2:
{
  "formula": "C19H22BrCoN",
  "method": "wB97M-V/def2-TZVPD",
  "charge": -2,
  "multiplicity": 4,
  "e_tot_ev": -129215.61405,
  "lumo_energy_ev": [4.854, 4.839],
  "homo_ev": [0.4, 0.3],
  "max_force_ev_per_a": 7.69,
  "homo_lumo_gap_ev": [4.477, 4.500],
  "symbols": ["C", "C", "C", "H", "C", "C", "H", "H", "H", "H", "Co", "Br", "C", "C", "C", "H", "C", "C", "H", "H", "H", "H", "C", "N", "C", "C", "C", "C", "C", "C", "C", "C", "H", "H", "H", "H", "H", "H", "H", "H", "H", "H", "H", "H"],
  "xyz": [[1.6788, -1.6253, -1.3615], [0.8147, -2.1835, -0.3743], [-0.5139, -1.8679, -0.7390], [1.0918, -2.7951, 0.4957], [-0.4880, -1.0387, -1.9080], [0.8756, -0.8985, -2.3056], [1.2312, -0.3906, -3.1936], [2.7370, -1.7889, -1.3886], [-1.3835, -2.2302, -0.2093], [-1.3555, -0.6470, -2.4259], [0.6232, -0.2184, -0.4931], [0.2790, 2.1476, -0.4918], [2.7149, 3.2951, -2.2001], [2.6838, 2.7463, -3.5208], [3.7620, 1.8165, -3.6411], [1.9713, 3.0158, -4.3041], [4.4658, 1.7922, -2.3911], [3.8222, 2.7115, -1.5049], [4.1370, 2.9610, -0.4912], [2.0291, 4.0420, -1.8019], [4.0204, 1.2419, -4.5349], [5.3541, 1.1976, -2.1682], [-3.8035, -1.0986, -0.5104], [-2.8904, -1.1055, 0.6222], [-3.4346, -1.7536, 1.7981], [-2.3122, 0.2147, 0.9242], [-1.1456, 0.1560, 1.8937], [-1.4267, 0.3247, 3.2642], [-0.4651, 0.0463, 4.2408], [0.8664, -0.1627, 3.8555], [1.1905, -0.2105, 2.4817], [0.1840, -0.0467, 1.5399], [-4.2356, -2.0931, -0.6781], [-3.2774, -0.8169, -1.4253], [-4.6079, -0.3713, -0.3390], [-2.6351, -1.9473, 2.5237], [-4.2009, -1.1029, 2.2653], [-3.8745, -2.7295, 1.5418], [-1.9990, 0.6748, -0.0184], [-3.1298, 0.8195, 1.3558], [-2.4345, 0.6631, 3.5516], [-0.7631, -0.0128, 5.2848], [1.6299, -0.3117, 4.6155], [2.2142, -0.4193, 2.1657]],
  "lowdin_spin": [0.0274, 0.0636, 0.0737, 0.0054, 0.0342, 0.0606, 0.0069, 0.0056, 0.0061, 0.0036, 2.3777, 0.1530, 0.0024, 0.0005, 0.0006, 0.0001, 0.0009, 0.0000, 0.0000, 0.0028, 0.0001, 0.0000, 0.0007, 0.0001, 0.0002, 0.0023, 0.0110, 0.0048, -0.0039, 0.0067, 0.0207, 0.1228, 0.0002, 0.0001, 0.0001, 0.0000, 0.0001, 0.0001, 0.0006, 0.0002, 0.0015, -0.0004, 0.0017, 0.0052]
}

=====

Entry 3:
{
  "formula": "C6H10N2",
  "method": "wB97M-V/def2-TZVPD",
  "charge": 0,
  "multiplicity": 1,
  "e_tot_ev": -9360.61660,
  "relative_energy_kj_mol": 368.61,
  "lumo_energy_ev": [0.273, 0.480],
  "homo_ev": [-5.6, -6.2],
  "max_force_ev_per_a": 0.90,
  "smiles": "CC1=C(N)C(N)=CC1",
  "homo_lumo_gap_ev": [5.888, 6.683],
  "symbols": ["C", "C", "C", "N", "C", "N", "C", "C", "H", "H", "H", "H", "H", "H", "H", "H", "H", "H"],
  "xyz": [[0.0822, 1.4740, -1.7385], [0.0510, 0.7987, -0.4125], [-0.5165, -0.4906, -0.1671], [-1.6020, -1.0367, -0.8750], [0.2443, -0.9888, 0.8746], [0.1223, -2.1510, 1.5428], [1.3354, -0.0132, 1.1704], [0.6611, 1.3538, 0.8070], [-0.5737, 2.3525, -1.7416], [1.0920, 1.8419, -1.9445], [-0.2369, 0.8074, -2.5401], [-2.5046, -0.6188, -0.6808], [-1.6624, -2.0441, -0.8523], [-0.7493, -2.6596, 1.5209], [0.7299, -2.2760, 2.3402], [2.1859, -0.1608, 0.4958], [-0.0470, 1.6656, 1.5773], [1.3884, 2.1458, 0.6233]],
  "lowdin_charge": [-0.0306, -0.1947, -0.2826, 0.0847, -0.3205, 0.1602, -0.1032, -0.1854, 0.0887, 0.0893, 0.0753, 0.0827, 0.0720, 0.1001, 0.1005, 0.0525, 0.1054, 0.1054]
}

=====

Entry 4:
{
  "formula": "C18H45BeN5O2Si4",
  "method": "wB97M-V/def2-TZVPD",
  "charge": 0,
  "multiplicity": 1,
  "e_tot_ev": -62860.23132,
  "relative_energy_kj_mol": 55.09,
  "lumo_energy_ev": 0.362,
  "homo_ev": -6.5,
  "max_force_ev_per_a": 0.17,
  "homo_lumo_gap_ev": 6.861,
  "symbols": ["Be", "N", "C", "C", "N", "C", "C", "N", "H", "H", "H", "H", "H", "H", "H", "H", "H", "H", "H", "H", "H", "C", "Si", "C", "C", "Si", "Si", "C", "C", "C", "Si", "C", "C", "C", "H", "H", "H", "H", "H", "H", "H", "H", "H", "H", "H", "H", "H", "H", "H", "H", "H", "H", "H", "H", "H", "H", "H", "H", "H", "H", "H", "C", "N", "C", "C", "C", "O", "N", "C", "O", "H", "H", "H", "H", "H"],
  "xyz": [[-0.0628, 0.5641, -0.2365], [-0.3696, 1.3718, 1.4363], [-0.3626, 2.8197, 1.1711], [0.8407, 3.1135, 0.2747], [1.0293, 1.9816, -0.6524], [1.0200, 2.2632, -2.0981], [0.4766, 1.0304, -2.8508], [0.4184, -0.1198, -1.9292], [-1.2392, 1.0646, 1.8576], [0.3860, 1.0899, 2.0540], [-0.3162, 3.4172, 2.0837], [-1.2772, 3.0669, 0.6372], [1.7432, 3.2319, 0.8787], [0.6844, 4.0399, -0.2758], [1.9034, 1.5180, -0.4120], [2.0249, 2.5218, -2.4408], [0.3582, 3.1068, -2.2757], [1.0830, 0.8148, -3.7317], [-0.5383, 1.2370, -3.1827], [1.3217, -0.5757, -1.8292], [-0.2233, -0.8312, -2.2599], [4.4936, 1.0603, -0.2970], [3.9728, -0.7648, -0.1674], [3.9664, -1.3857, -1.9613], [5.4135, -1.6294, 0.6925], [1.8598, -0.9691, 0.8133], [1.3383, -3.2155, 0.4478], [2.8053, -4.4062, 0.4091], [0.4267, -3.4425, -1.1984], [0.1480, -3.8283, 1.7766], [2.3991, -0.9394, 3.0842], [3.3720, -2.4162, 3.7423], [3.4007, 0.6134, 3.4975], [0.8433, -0.8731, 4.1668], [5.5444, 1.1353, -0.5918], [4.3791, 1.5895, 0.6522], [3.9179, 1.5993, -1.0579], [4.9667, -1.2913, -2.3938], [3.2901, -0.8095, -2.6021], [3.6722, -2.4357, -2.0297], [6.3316, -1.5181, 0.1077], [5.2221, -2.6947, 0.8298], [5.5922, -1.1934, 1.6782], [3.4893, -4.1742, -0.4111], [2.4582, -5.4349, 0.2713], [3.3766, -4.3643, 1.3377], [1.0044, -3.0782, -2.0523], [-0.5254, -2.9075, -1.1544], [0.2096, -4.4992, -1.3775], [0.6246, -3.8588, 2.7591], [-0.2055, -4.8377, 1.5460], [-0.7179, -3.1648, 1.8353], [4.3244, -2.5379, 3.2237], [2.8057, -3.3418, 3.6199], [3.5776, -2.2908, 4.8097], [4.3716, 0.6031, 2.9970], [3.5804, 0.6832, 4.5742], [2.8841, 1.5266, 3.1864], [0.2218, -1.7560, 4.0009], [0.2152, 0.0005, 3.9753], [1.1185, -0.8490, 5.2251], [-4.2016, -1.7477, -0.2898], [-3.6705, -0.4556, -0.6977], [-4.4389, 0.5051, -1.3056], [-3.9327, 1.6903, -1.6743], [-2.5230, 1.9846, -1.4252], [-1.9994, 3.0534, -1.7354], [-1.7983, 0.9836, -0.8254], [-2.3379, -0.1948, -0.4662], [-1.6056, -1.0353, 0.0843], [-5.2595, -1.7823, -0.5388], [-4.0729, -1.8891, 0.7819], [-3.6782, -2.5528, -0.8029], [-5.4751, 0.2366, -1.4621], [-4.5443, 2.4403, -2.1503]],
  "lowdin_charge": [0.0202, 0.0237, -0.1800, -0.1393, -0.0847, -0.1465, -0.1650, 0.0261, 0.1144, 0.0396, 0.1182, 0.0981, 0.1201, 0.1254, 0.0451, 0.1138, 0.1039, 0.1133, 0.1055, 0.0335, 0.1013, -0.2239, 0.3088, -0.2211, -0.2198, 0.4466, 0.3140, -0.2209, -0.2261, -0.2223, 0.2994, -0.2150, -0.2289, -0.2217, 0.0305, 0.0145, 0.0060, 0.0302, 0.0088, 0.0128, 0.0284, 0.0126, 0.0145, 0.0110, 0.0272, 0.0122, 0.0135, -0.0018, 0.0285, 0.0082, 0.0280, 0.0186, 0.0098, 0.0127, 0.0289, 0.0099, 0.0272, 0.0119, 0.0145, 0.0047, 0.0284, -0.0074, -0.0517, -0.0514, 0.0170, -0.4904, 0.0149, 0.1496, -0.5100, 0.0063, 0.0876, 0.0966, 0.0960, 0.1253, 0.1098]
}

=====

Entry 5:
{
  "formula": "C2H3BrCl2",
  "method": "wB97M-V/def2-TZVPD",
  "charge": 0,
  "multiplicity": 1,
  "e_tot_ev": -97209.29962,
  "relative_energy_kj_mol": 32.02,
  "lumo_energy_ev": 0.619,
  "homo_ev": -9.8,
  "max_force_ev_per_a": 0.51,
  "smiles": "C=C(Cl)Cl.Br",
  "homo_lumo_gap_ev": 10.440,
  "symbols": ["C", "C", "Cl", "Cl", "H", "H", "Br", "H"],
  "xyz": [[-1.0387, -1.0379, 0.1094], [-1.0620, 0.2656, -0.0863], [-0.3724, 1.0236, -1.4615], [-1.7832, 1.3742, 1.0214], [-1.4760, -1.4774, 0.9863], [-0.5755, -1.6946, -0.6068], [3.2641, 0.1259, 0.2611], [3.0436, 1.4205, -0.2235]],
  "lowdin_charge": [-0.0952, -1.2482, 0.6039, 0.6079, 0.0603, 0.0623, 0.3135, -0.3046]
}

=====

Entry 6:
{
  "formula": "C21H45IrN2OP3S",
  "method": "wB97M-V/def2-TZVPD",
  "charge": 3,
  "multiplicity": 5,
  "e_tot_ev": -69048.80917,
  "relative_energy_kj_mol": 0.00,
  "lumo_energy_ev": [-7.581, -11.903],
  "homo_ev": [-12.3, -17.1],
  "max_force_ev_per_a": 2.59,
  "homo_lumo_gap_ev": [4.749, 5.198],
  "symbols": ["Ir", "P", "P", "P", "H", "C", "C", "H", "C", "C", "C", "C", "C", "C", "C", "C", "C", "H", "H", "H", "H", "H", "H", "H", "H", "H", "H", "H", "H", "H", "H", "H", "H", "H", "H", "H", "H", "H", "H", "H", "H", "H", "H", "H", "H", "H", "C", "C", "C", "C", "C", "C", "O", "H", "H", "H", "H", "H", "H", "S", "C", "N", "C", "C", "C", "N", "H", "H", "H", "H", "H", "H", "H", "H"],
  "xyz": [[0.2803, -0.1748, 0.4757], [0.6160, -2.1002, -0.6690], [2.5981, -0.2010, 1.1819], [-1.9852, 0.2832, -0.1469], [1.6952, 2.1156, -0.1828], [0.6389, 1.9282, 0.0219], [0.2120, 1.8446, 1.3903], [0.9560, 2.0061, 2.1768], [1.4058, -1.6330, -2.2263], [1.7021, -3.4161, -0.0220], [-0.8846, -3.0404, -1.0771], [3.2754, 1.2826, 2.0173], [3.0137, -1.5160, 2.3921], [3.8020, -0.3561, -0.1946], [-2.7169, 1.9113, 0.2478], [-3.2487, -0.8943, 0.4091], [-2.1243, 0.3278, -1.9545], [-0.0620, 2.3014, -0.7292], [-0.8012, 2.1627, 1.6550], [1.4893, -2.5319, -2.8505], [2.4030, -1.2165, -2.0619], [0.8043, -0.8656, -2.7202], [1.6747, -4.2464, -0.7448], [1.3283, -3.7825, 0.9423], [2.7414, -3.0826, 0.0855], [-0.5756, -3.9226, -1.6586], [-1.5856, -2.4459, -1.6746], [-1.3760, -3.3869, -0.1573], [4.3724, 1.2247, 2.0161], [2.9305, 1.3357, 3.0569], [2.9770, 2.1970, 1.4963], [4.0609, -1.8168, 2.2450], [2.3711, -2.3953, 2.2889], [2.9059, -1.1348, 3.4164], [4.7881, -0.0294, 0.1606], [3.5013, 0.3027, -1.0171], [3.8818, -1.3839, -0.5616], [-3.6192, 2.0506, -0.3637], [-2.0166, 2.7238, 0.0291], [-2.9904, 1.9421, 1.3081], [-4.2149, -0.5873, -0.0184], [-3.3150, -0.8767, 1.5049], [-3.0192, -1.9148, 0.0834], [-3.0274, 0.8734, -2.2547], [-2.1550, -0.6779, -2.3825], [-1.2479, 0.8487, -2.3551], [-0.6349, 0.5453, -5.2244], [0.1168, 0.3017, -6.3906], [0.1147, 1.2900, -7.3848], [-0.5966, 2.4844, -7.2195], [-1.3632, 2.6818, -6.0661], [-1.4098, 1.7010, -5.0743], [-0.6296, -0.3236, -4.1622], [-0.0644, -1.1111, -4.3089], [0.6793, -0.6299, -6.4948], [0.6901, 1.1275, -8.2975], [-0.5671, 3.2537, -7.9968], [-1.9284, 3.5995, -5.9197], [-2.0114, 1.8147, -4.1735], [-0.5270, -1.4649, 2.3196], [-0.7139, -0.4569, 3.7173], [-1.9440, -0.3635, 4.2474], [-2.2022, 0.1318, 5.6019], [-1.1535, 1.1526, 5.9639], [0.2351, 0.6185, 5.7030], [0.3093, 0.1852, 4.3038], [-2.6240, -0.9916, 3.8296], [-2.1581, -0.7198, 6.2878], [-3.2151, 0.5401, 5.6198], [-1.2446, 1.4034, 7.0219], [-1.3055, 2.0686, 5.3868], [0.4520, -0.2389, 6.3585], [1.0069, 1.3746, 5.8646], [1.2291, -0.0068, 3.9089]],
  "lowdin_spin": [1.4115, 0.0668, 0.1169, 0.1197, 0.0253, 0.2895, 0.0647, 0.0029, 0.0564, -0.0029, -0.0022, 0.0214, 0.0310, 0.0044, 0.0218, 0.0307, 0.0112, 0.0276, 0.0033, 0.0097, 0.0012, 0.0050, -0.0003, 0.0002, 0.0002, 0.0000, 0.0002, -0.0004, 0.0052, 0.0000, 0.0006, 0.0040, 0.0024, 0.0006, 0.0012, 0.0010, 0.0000, 0.0051, 0.0004, 0.0002, 0.0046, 0.0043, 0.0000, 0.0018, -0.0002, 0.0025, 0.2161, 0.0954, 0.0562, 0.2887, 0.0444, 0.1105, 0.1771, 0.0006, 0.0012, -0.0007, 0.0104, -0.0014, 0.0023, 0.4421, 0.0930, 0.0528, 0.0056, 0.0011, 0.0043, 0.0396, 0.0039, 0.0022, 0.0010, 0.0000, 0.0001, 0.0020, 0.0006, 0.0015]
}